#one
This record from the Open Molecules 2025 dataset describes 2 unconnected molecules or ions with the total composition C7H9N2O. The level of theory is ωB97M-V with the def2-TZVPD basis set.

The value obtained for the HOMO energy (alpha / beta) is -13.6 / -13.6 eV. The calculation puts the HOMO-LUMO gap (alpha / beta) at 0.2921 / 0.2920 Ha. The charge is +1.

Atoms and positions in Å:
C1 3.00 -0.33 0.10
C2 1.83 -1.09 0.62
C3 2.69 0.86 -0.62
C4 0.54 -0.56 0.41
C5 1.43 1.35 -0.71
C6 0.29 0.69 -0.23
C7 -2.58 -0.40 -0.21
N1 -3.13 -0.89 0.93
N2 -0.96 1.02 -0.53
O1 -1.39 2.06 -1.06
H1 3.99 -0.74 0.46
H2 1.93 -2.08 0.99
H3 3.47 1.48 -1.03
H4 -0.38 -1.13 0.88
H5 1.29 2.32 -1.16
H6 -3.12 0.47 -0.59
H7 -3.71 -0.24 1.47
H8 -2.34 -0.99 -1.07
H9 -2.84 -1.79 1.35

These are the Mulliken partial charges, in e, on atoms 1 to 5:
1. C -0.302
2. C -0.689
3. C -0.538
4. C 0.109
5. C -0.149

---

#two
This record from the Open Molecules 2025 dataset describes a gas-phase ion, C7H9N2O (charge +1). The level of theory is ωB97M-V with the def2-TZVPD basis set.

The value obtained for the HOMO energy (alpha / beta) is -13.8 / -13.8 eV. The calculation puts the HOMO-LUMO gap (alpha / beta) at 0.2255 / 0.2255 Ha. The charge is +1.

Atoms and positions in Å:
C1 0.41 2.24 0.19
C2 1.45 0.09 -0.54
C3 0.40 0.72 0.01
C4 -1.94 2.05 0.63
C5 1.25 -1.36 -0.61
C6 0.16 -1.93 0.28
C7 -1.09 -1.17 0.14
N1 -0.83 2.62 0.64
N2 -0.78 0.21 0.18
O1 -3.01 1.74 0.88
H1 1.13 2.41 0.85
H2 2.25 0.45 -1.10
H3 0.75 2.68 -0.79
H4 0.84 -1.41 -1.65
H5 2.22 -1.98 -0.77
H6 -0.10 -2.97 0.04
H7 0.48 -1.78 1.32
H8 -1.80 -1.29 -0.69
H9 -1.79 -1.34 1.00

These are the Mulliken partial charges, in e, on atoms 1 to 5:
1. C -0.630
2. C -0.265
3. C 0.537
4. C 0.764
5. C -0.552

---

#three
This record from the Open Molecules 2025 dataset describes 2 unconnected molecules or ions with the total composition C7H9N2O. The level of theory is ωB97M-V with the def2-TZVPD basis set.

The value obtained for the HOMO energy is -12.3 eV. The calculation puts the HOMO-LUMO gap at 0.2871 Ha. The charge is +1.

Atoms and positions in Å:
C1 0.71 -0.24 0.65
C2 -0.77 -2.10 -2.36
C3 -1.00 1.45 -1.96
C4 -0.61 0.37 0.89
C5 -0.62 1.90 0.49
C6 1.74 -1.84 2.20
C7 -0.30 1.97 -0.98
N1 1.35 -1.03 1.40
N2 -0.25 -1.72 -1.43
O1 -1.59 1.04 -2.87
H1 1.27 0.12 -0.13
H2 -1.21 -2.40 -3.27
H3 -1.20 -0.25 0.24
H4 -0.91 0.30 1.85
H5 -1.56 2.29 0.54
H6 0.22 2.32 1.08
H7 2.14 -1.62 3.12
H8 1.88 -2.85 2.02
H9 0.71 2.30 -1.48

These are the Mulliken partial charges, in e, on atoms 1 to 5:
1. C -0.068
2. C -0.087
3. C 0.829
4. C -0.849
5. C -0.618

---

Relative stability in kJ/mol, measured from the most stable structure: #one 10.6; #two 0.0; #three 5.4

---

#one
This record from the Open Molecules 2025 dataset describes a gas-phase ion, C7H13N2O2 (charge +1). The level of theory is ωB97M-V with the def2-TZVPD basis set.

The value obtained for the HOMO energy is -14.1 eV. The calculation puts the HOMO-LUMO gap at 0.2853 Ha. The charge is +1.

Atoms and positions in Å:
C1 1.85 1.30 -0.37
C2 1.76 -0.17 -1.06
C3 0.93 1.58 0.77
C4 0.31 -0.65 -1.16
C5 -0.04 0.44 1.05
C6 -0.36 -0.70 0.16
C7 -0.34 -1.99 0.93
N1 -1.86 0.97 -0.17
N2 -1.76 -0.33 -0.11
O1 -2.72 -1.08 -0.24
O2 -3.16 1.37 -0.18
H1 2.87 1.30 0.11
H2 1.79 2.15 -1.00
H3 2.24 -0.06 -2.02
H4 2.26 -0.91 -0.49
H5 1.39 1.97 1.67
H6 0.18 2.26 0.44
H7 -0.11 0.07 -1.85
H8 0.08 -1.64 -1.58
H9 -0.45 0.47 2.00
H10 -0.16 -1.72 2.01
H11 0.30 -2.69 0.58
H12 -1.32 -2.51 0.97
H13 -3.69 0.60 -0.45

These are the Mulliken partial charges, in e, on atoms 1 to 5:
1. C -0.601
2. C -0.861
3. C -0.696
4. C -1.177
5. C -0.634

---

#two
This record from the Open Molecules 2025 dataset describes a gas-phase ion, C7H13N2O2 (charge +1). The level of theory is ωB97M-V with the def2-TZVPD basis set.

The value obtained for the HOMO energy is -12.6 eV. The calculation puts the HOMO-LUMO gap at 0.3495 Ha. The charge is +1.

Atoms and positions in Å:
C1 -0.61 -1.98 -1.00
C2 0.09 -1.59 1.23
C3 1.92 0.50 -1.11
C4 0.68 1.36 -0.88
C5 2.00 -0.39 0.14
C6 -0.14 0.54 0.08
C7 -2.18 1.86 -0.14
N1 0.62 -0.40 0.65
N2 -1.38 0.78 0.38
O1 -0.43 -2.48 0.18
O2 -0.93 -1.29 2.10
H1 -1.01 -2.80 -1.62
H2 0.91 -2.16 1.70
H3 1.78 -0.12 -2.00
H4 2.82 1.09 -1.23
H5 0.92 2.32 -0.42
H6 0.13 1.55 -1.80
H7 2.33 -1.40 -0.09
H8 2.65 0.04 0.91
H9 -2.04 2.76 0.46
H10 -1.91 2.09 -1.17
H11 -3.23 1.58 -0.11
H12 -1.19 -2.06 2.62
H13 -1.81 0.20 1.10

These are the Mulliken partial charges, in e, on atoms 1 to 5:
1. C -0.270
2. C 0.023
3. C -0.821
4. C -0.547
5. C -0.649

---

Relative stability in kJ/mol, measured from the most stable structure: #one 464.6; #two 0.0

---

#one
This record from the Open Molecules 2025 dataset describes C7H12N2O6 in the gas phase. The level of theory is ωB97M-V with the def2-TZVPD basis set.

The value obtained for the HOMO energy is -10.1 eV. The SMILES is N[C@@H](CO)C(=O)N[C@@H](CC(=O)O)C(=O)O. The calculation puts the HOMO-LUMO gap at 0.3791 Ha.

Atoms and positions in Å:
N1 3.34 -1.45 0.40
C1 2.38 -0.34 0.50
C2 2.97 0.83 -0.53
O1 4.43 0.81 -0.65
C3 0.96 -0.65 -0.03
O2 0.74 -1.55 -0.76
N2 0.19 0.33 0.38
C4 -1.25 0.43 -0.03
C5 -2.17 -0.66 0.47
C6 -3.46 -0.89 -0.15
O3 -4.00 -0.22 -0.95
O4 -4.15 -2.01 0.29
C7 -1.59 1.92 0.19
O5 -0.97 2.62 0.87
O6 -2.64 2.59 -0.50
H1 3.03 -2.14 1.10
H2 3.05 -1.88 -0.49
H3 2.57 0.04 1.46
H4 2.53 0.66 -1.54
H5 2.51 1.73 -0.26
H6 4.67 -0.07 -0.30
H7 0.51 1.22 0.88
H8 -1.19 0.42 -1.18
H9 -2.50 -0.21 1.41
H10 -1.60 -1.50 0.72
H11 -5.04 -1.99 -0.33
H12 -3.31 1.97 -0.97

These are the Mulliken partial charges, in e, on atoms 1 to 5:
1. N -0.863
2. C -0.141
3. C -0.581
4. O -0.551
5. C 0.299

---

#two
This record from the Open Molecules 2025 dataset describes C7H12N2O6 in the gas phase. The level of theory is ωB97M-V with the def2-TZVPD basis set.

The value obtained for the HOMO energy is -9.8 eV. The SMILES is N[C@@H](CC(=O)O)C(=O)N[C@@H](CO)C(=O)O. The calculation puts the HOMO-LUMO gap at 0.3745 Ha.

Atoms and positions in Å:
N1 3.18 -0.19 0.90
C1 1.70 0.01 0.54
C2 1.39 1.54 0.67
C3 0.54 1.54 1.96
O1 -0.42 0.87 2.25
O2 0.93 2.53 2.84
C4 1.54 -0.62 -0.90
O3 2.40 -0.89 -1.61
N2 0.23 -0.61 -1.42
C5 -1.12 -0.56 -0.69
C6 -1.87 0.69 -1.04
O4 -1.63 1.80 -0.17
C7 -1.88 -1.82 -1.26
O5 -1.95 -2.26 -2.34
O6 -2.66 -2.19 -0.24
H1 3.16 -0.88 1.64
H2 3.55 -0.87 0.16
H3 0.98 -0.60 1.14
H4 2.20 2.14 0.87
H5 0.79 1.88 -0.17
H6 0.12 2.55 3.43
H7 0.29 -1.08 -2.33
H8 -0.90 -0.76 0.35
H9 -2.92 0.40 -1.33
H10 -1.40 1.01 -1.99
H11 -1.85 1.51 0.72
H12 -3.10 -3.09 -0.36

These are the Mulliken partial charges, in e, on atoms 1 to 5:
1. N -0.817
2. C 0.055
3. C -0.652
4. C 0.570
5. O -0.622

---

Relative stability in kJ/mol, measured from the most stable structure: #one 24.8; #two 0.0

---

#one
This record from the Open Molecules 2025 dataset describes a molecular structure, C26H84N24O14. The level of theory is ωB97M-V with the def2-TZVPD basis set.

The value obtained for the HOMO energy is -7.7 eV. The calculation puts the HOMO-LUMO gap at 0.2938 Ha.

Atoms and positions in Å:
C1 -1.09 -4.89 0.90
O1 -1.05 -3.83 1.56
N1 -2.12 -5.14 0.09
N2 -0.14 -5.82 0.98
H1 -2.71 -4.31 0.11
H2 -2.27 -5.80 -0.65
H3 0.56 -5.82 1.74
H4 -0.26 -6.70 0.49
C2 -4.65 -2.39 0.67
O2 -4.51 -3.45 0.04
N3 -5.74 -1.60 0.51
N4 -3.73 -1.91 1.53
H5 -6.45 -1.94 -0.11
H6 -5.75 -0.71 0.98
H7 -3.76 -0.97 1.90
H8 -2.92 -2.52 1.57
C3 -4.87 -0.49 -3.78
O3 -5.11 0.71 -3.64
N5 -5.70 -1.43 -4.32
N6 -3.68 -1.00 -3.44
H9 -5.33 -2.32 -4.60
H10 -6.54 -1.09 -4.74
H11 -3.46 -1.98 -3.54
H12 -2.95 -0.31 -3.31
C4 -3.09 1.16 2.86
O4 -2.36 0.47 3.56
N7 -4.47 1.11 2.98
N8 -2.74 1.93 1.81
H13 -4.78 0.59 3.78
H14 -5.08 1.45 2.26
H15 -3.47 2.36 1.27
H16 -1.76 1.93 1.56
C5 -1.27 -2.67 4.87
O5 -1.29 -2.04 5.93
N9 -1.31 -4.02 4.85
N10 -1.43 -2.11 3.65
H17 -1.26 -4.56 5.70
H18 -1.32 -4.61 4.04
H19 -1.30 -2.72 2.85
H20 -1.97 -1.25 3.52
C6 2.28 0.33 -4.65
O6 1.90 1.24 -5.36
N11 3.28 -0.48 -5.12
N12 1.77 -0.13 -3.48
H21 3.49 -0.38 -6.09
H22 3.33 -1.42 -4.75
H23 2.30 -0.85 -3.04
H24 1.09 0.41 -2.96
C7 1.03 0.95 5.08
O7 0.28 0.37 5.87
N13 1.97 1.82 5.52
N14 0.84 0.79 3.74
H25 2.05 1.97 6.51
H26 2.47 2.43 4.88
H27 -0.05 0.37 3.52
H28 1.55 1.03 3.07
C8 0.07 -0.92 0.09
O8 0.84 -1.41 0.92
N15 -0.88 -1.68 -0.53
N16 0.13 0.32 -0.44
H29 -1.08 -2.65 -0.37
H30 -1.45 -1.15 -1.17
H31 -0.64 0.57 -1.05
H32 0.87 0.97 -0.22
C9 3.63 1.59 0.35
O9 2.63 1.61 -0.39
N17 3.67 0.96 1.54
N18 4.87 2.02 -0.03
H33 4.55 0.80 1.98
H34 2.81 0.52 1.84
H35 5.01 2.31 -0.98
H36 5.56 2.12 0.69
C10 -2.08 2.34 -2.31
O10 -1.87 1.13 -2.24
N19 -1.25 3.29 -1.79
N20 -3.25 2.79 -2.82
H37 -1.47 4.24 -2.04
H38 -0.27 3.00 -1.80
H39 -3.78 2.05 -3.28
H40 -3.48 3.76 -2.90
C11 1.91 3.93 2.32
C12 3.19 4.57 2.87
C13 2.87 5.81 3.71
O11 2.52 6.94 2.96
C14 2.72 8.13 3.70
N21 3.91 3.50 3.60
H41 1.91 3.27 1.46
H42 1.34 4.81 2.01
H43 1.41 3.53 3.20
H44 3.78 4.95 2.03
H45 3.81 5.99 4.25
H46 2.17 5.61 4.52
H47 2.19 8.93 3.20
H48 3.78 8.38 3.78
H49 2.30 8.06 4.71
H50 4.30 2.89 2.89
H51 4.72 3.80 4.13
C15 3.51 4.36 -2.93
C16 1.99 4.42 -2.86
C17 1.36 5.13 -4.04
O12 1.69 6.51 -3.99
C18 1.05 7.31 -4.97
N22 1.47 3.04 -2.73
H52 3.87 4.16 -1.92
H53 3.93 5.34 -3.19
H54 3.86 3.68 -3.72
H55 1.72 4.91 -1.92
H56 0.27 5.03 -4.02
H57 1.80 4.72 -4.96
H58 -0.02 7.32 -4.73
H59 1.36 6.89 -5.93
H60 1.32 8.37 -4.90
H61 1.96 2.48 -2.03
H62 1.78 2.56 -3.57
C19 -2.19 -2.30 -2.84
C20 -3.27 -3.08 -3.51
C21 -3.15 -4.61 -3.33
O13 -1.84 -5.11 -3.53
C22 -1.62 -5.58 -4.85
N23 -4.56 -2.59 -2.98
H63 -2.36 -2.14 -1.77
H64 -2.19 -1.24 -3.13
H65 -1.19 -2.67 -3.07
H66 -3.33 -2.87 -4.59
H67 -3.91 -5.04 -3.99
H68 -3.57 -4.86 -2.35
H69 -2.29 -6.43 -5.01
H70 -0.60 -5.94 -4.98
H71 -1.84 -4.80 -5.58
H72 -5.23 -3.25 -3.37
H73 -4.60 -2.84 -1.99
C23 3.63 -2.36 2.77
C24 3.15 -3.76 2.45
C25 1.99 -4.23 3.40
O14 1.52 -5.54 3.11
C26 2.49 -6.59 3.01
N24 2.57 -3.74 1.09
H74 4.05 -2.27 3.78
H75 2.72 -1.77 2.75
H76 4.42 -2.01 2.11
H77 4.03 -4.40 2.56
H78 1.11 -3.60 3.24
H79 2.42 -4.10 4.40
H80 2.08 -7.58 2.83
H81 3.16 -6.57 3.87
H82 3.17 -6.34 2.19
H83 1.93 -4.53 1.15
H84 1.95 -2.93 1.04

These are the Mulliken partial charges, in e, on atoms 1 to 5:
1. C 0.440
2. O -0.774
3. N -0.082
4. N -0.269
5. H -0.199

---

#two
This record from the Open Molecules 2025 dataset describes 14 unconnected molecules or ions with the total composition C26H84N24O14. The level of theory is ωB97M-V with the def2-TZVPD basis set.

The value obtained for the HOMO energy is -8.1 eV. The calculation puts the HOMO-LUMO gap at 0.2755 Ha.

Atoms and positions in Å:
C1 29.89 7.30 29.42
C2 29.55 6.37 30.63
C3 30.62 5.33 30.85
O1 31.00 4.37 29.84
C4 30.07 3.43 29.35
N1 29.36 7.27 31.73
H1 30.86 7.79 29.44
H2 29.08 8.02 29.30
H3 29.96 6.76 28.48
H4 28.65 5.77 30.55
H5 30.29 4.82 31.76
H6 31.54 5.86 31.12
H7 29.81 2.69 30.11
H8 30.58 3.06 28.47
H9 29.19 3.97 29.01
H10 30.32 7.28 32.05
H11 29.36 8.22 31.38
C5 26.59 5.59 28.24
C6 25.61 6.28 27.31
C7 24.18 5.70 27.31
O2 23.60 6.40 26.15
C8 22.63 5.54 25.51
N2 25.55 7.67 27.66
H12 26.53 5.98 29.26
H13 27.64 5.66 27.98
H14 26.34 4.56 28.48
H15 26.01 6.11 26.31
H16 23.65 6.00 28.21
H17 24.19 4.62 27.17
H18 23.06 4.59 25.20
H19 22.20 6.05 24.65
H20 21.80 5.30 26.18
H21 24.76 7.92 27.08
H22 26.35 8.17 27.30
C9 19.46 4.47 23.84
C10 18.68 5.04 24.95
C11 17.78 6.19 24.46
O3 16.96 6.83 25.41
C12 17.52 7.01 26.74
N3 17.85 3.91 25.48
H23 18.83 4.16 23.01
H24 20.08 3.66 24.20
H25 20.13 5.18 23.36
H26 19.40 5.34 25.71
H27 17.16 5.85 23.63
H28 18.42 6.92 23.97
H29 17.36 6.09 27.29
H30 17.03 7.84 27.26
H31 18.60 7.05 26.87
H32 18.40 3.13 25.81
H33 17.37 3.42 24.74
C13 21.34 8.33 28.43
C14 21.71 8.24 29.99
C15 21.45 6.85 30.59
O4 20.07 6.79 30.88
C16 19.45 5.64 30.37
N4 23.06 8.67 30.04
H34 20.33 8.00 28.19
H35 21.99 7.74 27.79
H36 21.38 9.38 28.16
H37 21.06 8.94 30.51
H38 21.97 6.72 31.53
H39 21.81 6.02 29.99
H40 18.41 5.72 30.69
H41 19.87 4.67 30.63
H42 19.51 5.83 29.30
H43 23.60 7.88 29.71
H44 23.40 8.76 30.99
C17 22.78 3.71 21.06
O5 22.72 4.39 20.04
N5 23.57 3.95 22.09
N6 22.05 2.66 21.35
H45 24.02 4.86 22.04
H46 23.53 3.53 23.01
H47 22.22 2.14 22.19
H48 21.44 2.35 20.61
C18 19.92 2.84 28.23
O6 20.74 3.48 27.63
N7 18.63 3.00 28.23
N8 20.23 1.93 29.04
H49 18.27 3.63 27.52
H50 18.14 2.37 28.85
H51 19.43 1.68 29.60
H52 21.17 1.70 29.35
C19 28.65 8.38 25.26
O7 27.45 8.60 25.36
N9 29.50 9.36 25.29
N10 29.31 7.26 25.31
H53 30.47 9.14 25.47
H54 29.14 10.30 25.22
H55 28.80 6.44 25.60
H56 30.31 7.35 25.32
C20 23.22 1.61 25.40
O8 22.40 1.56 24.46
N11 22.91 1.89 26.63
N12 24.50 1.37 25.25
H57 22.06 2.38 26.84
H58 23.72 1.91 27.23
H59 24.86 1.18 24.32
H60 25.15 1.39 26.02
C21 27.18 10.38 30.32
O9 27.54 9.57 31.16
N13 27.51 11.70 30.36
N14 26.42 10.18 29.24
H61 27.17 12.34 29.66
H62 28.07 12.05 31.13
H63 26.06 9.25 29.07
H64 25.99 11.04 28.94
C22 23.39 12.01 28.16
O10 23.66 13.15 27.98
N15 22.49 11.58 28.98
N16 24.03 11.01 27.57
H65 21.91 12.27 29.43
H66 22.48 10.60 29.23
H67 24.74 11.14 26.86
H68 23.76 10.05 27.74
C23 25.93 1.12 28.39
O11 25.28 2.04 27.88
N17 27.03 0.62 27.92
N18 25.47 0.35 29.37
H69 27.53 1.12 27.21
H70 27.43 -0.04 28.58
H71 26.06 -0.39 29.72
H72 24.67 0.71 29.87
C24 29.30 3.09 25.69
O12 28.45 2.22 25.93
N19 29.37 4.22 26.23
N20 30.39 2.77 24.97
H73 30.17 4.83 26.16
H74 28.48 4.38 26.69
H75 31.09 3.49 24.99
H76 30.44 1.86 24.52
C25 25.46 7.09 22.67
O13 24.78 6.34 22.02
N21 25.43 7.20 23.95
N22 26.40 7.94 22.26
H77 26.18 7.75 24.35
H78 24.68 6.78 24.48
H79 26.58 8.17 21.29
H80 26.91 8.27 23.06
C26 23.06 2.68 30.91
O14 22.79 1.71 30.19
N23 24.10 3.46 30.78
N24 22.30 2.96 31.99
H81 24.19 4.19 31.47
H82 24.61 3.40 29.91
H83 21.35 2.63 31.99
H84 22.55 3.88 32.33

These are the Mulliken partial charges, in e, on atoms 1 to 5:
1. C -0.914
2. C 1.159
3. C -1.113
4. O -0.372
5. C 0.007

---

Relative stability in kJ/mol, measured from the most stable structure: #one 617.9; #two 0.0